Here is a 2-piece molecular cluster, C3H2FO3 overall at a distorted geometry from OMol25. Energies are from ωB97M-V with the def2-TZVPD basis set.

The total energy comes out at -441.04817 Eh. The value obtained for the HOMO energy is -2.61 eV. The LUMO energy comes out at 3.83 eV. The frontier orbital gap comes out at 6.4 eV. The charge is -1. For the energy above the lowest of the compared OMol25 structures with the same formula, charge and spin, the calculation gives 386.67 kJ/mol.

Last column: Mulliken charge in e.
CARTESIAN COORDINATES (ANGSTROEM)
F (-2.998, -0.853, 0.091)  -0.25
O (1.934, -0.228, -1.013)  -0.39
O (3.015, 1.052, 0.584)  -0.65
O (-2.992, 1.350, -0.332)  -0.39
C (2.166, 0.273, 0.223)  0.71
C (1.122, -0.633, 0.135)  -0.68
C (-2.387, 0.399, -0.099)  0.37
H (1.347, -1.622, 0.502)  0.06
H (-1.209, 0.261, -0.090)  0.22